1.
20 unconnected molecules or ions with the total composition C24H88O20, computed with wB97M-V/def2-TZVPD.

Bonds (Å) are listed after each position.
Cartesian coordinates (Å):
1 C -19.1746 3.6501 7.4613  C13 1.553, C32 1.524, H72 1.090, O88 1.419
2 C -28.3072 1.4690 6.8962  H3 1.090, H27 1.090, H51 1.090, C70 1.513
3 H -27.2366 1.4094 7.0926  C2 1.090
4 H -20.5727 -2.7011 9.7777  O61 0.957
5 O -22.6932 -4.9885 10.3512  H43 0.957, H71 0.957
6 H -23.8021 6.6398 14.9909  C26 1.090
7 H -25.0153 1.8497 8.8336  O102 0.957
8 H -26.0640 3.3911 7.2163  O15 0.957
9 O -24.0125 2.8283 5.1832  H30 0.960, C129 1.385
10 C -23.9702 4.9033 13.6618  C26 1.533, O67 1.377, H74 1.090, C103 1.562
11 H -25.5197 -3.1425 5.9993  C128 1.090
12 H -20.7687 3.5664 8.9383  C32 1.090
13 C -18.8337 4.3298 6.1070  C1 1.553, H39 1.090, H46 1.090, H69 1.090
14 H -28.7549 2.9772 11.9437  C28 1.090
15 O -25.2559 2.9936 7.5408  H8 0.957, H23 0.957
16 H -19.8946 -5.6097 10.7859  O78 0.957
17 O -27.6441 1.0626 10.3697  C33 1.424, H63 0.960
18 H -29.0888 -0.0144 10.1953  O19 0.957
19 O -29.9129 -0.4806 10.3361  H18 0.957, H126 0.957
20 H -30.5346 2.1556 5.4982  C92 1.090
21 H -21.0722 1.1825 11.5751  O96 0.957
22 H -24.2044 -4.4033 7.7736  C80 1.090
23 H -24.8396 2.6257 6.7613  O15 0.957
24 C -24.0932 0.7840 4.0717  H45 1.090, H53 1.090, H104 1.090, C129 1.544
25 H -23.2379 1.1355 5.9485  C129 1.090
26 C -24.1128 5.5955 15.0227  H6 1.090, C10 1.533, H31 1.090, H89 1.090
27 H -28.8696 1.4370 7.8293  C2 1.090
28 C -28.4766 1.9968 12.3303  H14 1.090, C33 1.547, H79 1.090, H116 1.090
29 O -26.8637 -4.0247 8.8754  H34 0.957, H75 0.957
30 H -24.0354 3.3413 4.3721  O9 0.960
31 H -25.1478 5.6844 15.3529  C26 1.090
32 C -20.4951 4.1329 8.0482  C1 1.524, H12 1.090, H54 1.090, H62 1.090
33 C -27.1875 1.4707 11.6556  O17 1.424, C28 1.547, C59 1.532, H68 1.090
34 H -27.6904 -3.6517 8.5692  O29 0.957
35 H -24.3906 2.9654 14.7818  C103 1.090
36 O -24.3322 -5.2430 5.8489  C80 1.391, H117 0.960
37 H -21.3208 -4.2912 13.0925  C90 1.090
38 H -21.8373 2.4602 3.4952  C85 1.090
39 H -18.6622 5.4055 6.1485  C13 1.090
40 H -19.2265 -4.4966 16.1672  C73 1.090
41 O -27.8200 3.6511 6.6852  C70 1.403, H98 0.960
42 H -24.4182 4.0968 9.0698  O107 0.957
43 H -23.3473 -4.4613 10.8101  O5 0.957
44 H -24.1032 2.7892 13.0792  C103 1.090
45 H -24.3235 1.2664 3.1218  C24 1.090
46 H -19.6561 4.1208 5.4228  C13 1.090
47 C -22.3819 -4.2871 6.8685  H76 1.090, C80 1.506, H119 1.090, H124 1.090
48 H -20.6606 -0.2647 7.9926  O91 0.957
49 H -24.0641 -1.7717 9.9303  O65 0.957
50 H -21.7036 -1.7745 9.3850  O61 0.957
51 H -28.5567 0.5360 6.3909  C2 1.090
52 H -26.4001 0.5685 13.4130  C59 1.090
53 H -23.4810 -0.1128 3.9762  C24 1.090
54 H -20.2324 5.1651 8.2798  C32 1.090
55 H -25.6169 3.5310 13.6692  C103 1.090
56 H -22.5124 1.4676 11.2057  O96 0.957
57 O -24.8543 -3.2137 10.7662  H86 0.960, C106 1.465
58 C -24.4981 -2.4179 13.0538  H94 1.090, C106 1.530, H113 1.090, H115 1.090
59 C -26.4834 0.3052 12.3586  C33 1.532, H52 1.090, H83 1.090, H105 1.090
60 H -21.4342 -5.6106 15.8541  C93 1.090
61 O -20.7697 -1.7824 9.5949  H4 0.957, H50 0.957
62 H -21.2780 4.0949 7.2907  C32 1.090
63 H -28.0205 1.8069 9.8945  O17 0.960
64 H -19.1430 -4.4350 14.3217  C73 1.090
65 O -23.5578 -1.0285 9.6024  H49 0.957, H121 0.957
66 H -20.5297 -0.7677 11.0068  O109 0.957
67 O -24.5765 5.6103 12.6482  C10 1.377, H131 0.960
68 H -26.4794 2.2806 11.4800  C33 1.090
69 H -17.9340 3.8378 5.7377  C13 1.090
70 C -28.5317 2.6610 5.9912  C2 1.513, O41 1.403, H81 1.090, C92 1.506
71 H -23.0253 -5.8846 10.4068  O5 0.957
72 H -18.4741 3.9858 8.2260  C1 1.090
73 C -19.6190 -4.8457 15.2121  H40 1.090, H64 1.090, C93 1.484, H120 1.090
74 H -22.9099 4.9720 13.4186  C10 1.090
75 H -26.6854 -4.7433 8.2688  O29 0.957
76 H -21.8292 -4.3931 5.9350  C47 1.090
77 H -22.6813 -5.2625 13.7310  C90 1.090
78 O -20.0524 -4.6933 10.5590  H16 0.957, H111 0.957
79 H -28.2744 2.1799 13.3856  C28 1.090
80 C -23.8821 -4.2743 6.7404  H22 1.090, O36 1.391, C47 1.506, C128 1.522
81 H -27.9392 2.5070 5.0893  C70 1.090
82 C -25.8268 -4.5455 12.5191  H84 1.090, C106 1.541, H127 1.090, H132 1.090
83 H -27.1162 -0.5767 12.2588  C59 1.090
84 H -26.2130 -5.1531 11.7007  C82 1.090
85 C -21.7965 1.9132 4.4371  H38 1.090, H100 1.090, H122 1.090, C129 1.582
86 H -25.4792 -3.5763 10.1340  O57 0.960
87 H -26.3852 -2.5350 11.9657  C106 1.090
88 O -19.2469 2.2360 7.5527  C1 1.419, H108 0.960
89 H -23.5065 5.1029 15.7828  C26 1.090
90 C -21.6096 -5.0739 13.7939  H37 1.090, H77 1.090, C93 1.498, H99 1.090
91 O -21.3051 0.2523 7.5094  H48 0.957, H114 0.957
92 C -29.9646 3.0523 5.7415  H20 1.090, C70 1.506, H95 1.090, H130 1.090
93 C -21.1025 -4.8201 15.1809  H60 1.090, C73 1.484, C90 1.498, O118 1.424
94 H -24.0987 -1.4585 12.7248  C58 1.090
95 H -30.0874 3.7372 4.9026  C92 1.090
96 O -21.6809 1.9001 11.4001  H21 0.957, H56 0.957
97 H -26.0805 1.1082 9.6129  O102 0.957
98 H -27.9785 4.4138 6.1242  O41 0.960
99 H -21.1156 -5.9640 13.4044  C90 1.090
100 H -21.2575 2.6597 5.0205  C85 1.090
101 H -25.5896 4.5037 9.9382  O107 0.957
102 O -25.1441 1.1003 9.4150  H7 0.957, H97 0.957
103 C -24.5400 3.4578 13.8210  C10 1.562, H35 1.090, H44 1.090, H55 1.090
104 H -25.0269 0.5042 4.5596  C24 1.090
105 H -25.4659 0.1580 11.9966  C59 1.090
106 C -25.4673 -3.1091 12.0924  O57 1.465, C58 1.530, C82 1.541, H87 1.090
107 O -24.6330 4.5140 9.9040  H42 0.957, H101 0.957
108 H -20.1477 1.9177 7.4578  O88 0.960
109 O -20.2395 -0.2459 11.7549  H66 0.957, H110 0.957
110 H -20.2739 -0.8500 12.4967  O109 0.957
111 H -21.0034 -4.6280 10.4722  O78 0.957
112 H -24.2415 -2.0988 6.7486  C128 1.090
113 H -25.0603 -2.1521 13.9489  C58 1.090
114 H -22.0958 0.2138 8.0474  O91 0.957
115 H -23.5152 -2.8708 13.1840  C58 1.090
116 H -29.1979 1.1871 12.2206  C28 1.090
117 H -23.8684 -6.0533 6.0724  O36 0.960
118 O -21.6287 -3.5593 15.5838  C93 1.424, H125 0.960
119 H -21.9666 -5.0859 7.4830  C47 1.090
120 H -19.2722 -5.8600 15.0144  C73 1.090
121 H -24.1824 -0.3034 9.5810  O65 0.957
122 H -21.2009 1.0032 4.5103  C85 1.090
123 H -24.0635 -2.7854 5.1589  C128 1.090
124 H -22.0282 -3.3761 7.3513  C47 1.090
125 H -21.4503 -3.3681 16.5075  O118 0.960
126 H -30.5704 0.2111 10.4095  O19 0.957
127 H -24.9790 -5.0208 13.0124  C82 1.090
128 C -24.4520 -2.9895 6.1566  H11 1.090, C80 1.522, H112 1.090, H123 1.090
129 C -23.2545 1.6825 5.0058  O9 1.385, C24 1.544, H25 1.090, C85 1.582
130 H -30.4567 3.4810 6.6145  C92 1.090
131 H -24.4150 5.0568 11.8806  O67 0.960
132 H -26.6019 -4.5072 13.2845  C82 1.090

LUMO level ... 0.0 eV
Highest occupied orbital energy ... -9.12 eV
Kohn-Sham gap ... 9.11 eV

2.
28 unconnected molecules or ions with the total composition C24H94B2Br2F9NO31S, computed with wB97M-V/def2-TZVPD.

Bonds (Å) are listed after each position.
Cartesian coordinates (Å):
1 O -7.9620 1.2466 9.0145  H82 0.969, H141 0.964
2 H 1.9741 -0.7022 -9.6358  O13 0.966
3 H 7.0482 12.0986 -6.1552  O86 0.964
4 H 4.9658 10.4103 -2.7004  O67 0.965
5 H 2.8720 3.8223 0.7539  C83 1.140
6 O -1.8528 -5.7509 -5.5786  H28 0.965, H99 0.965
7 H 1.9379 -0.4246 4.3217  C53 1.137
8 O -1.4888 -4.5247 -8.6523  H32 0.965, H37 0.967
9 Br 1.3385 -2.8897 -1.1064  C22 1.988
10 H 0.1522 -1.0690 -7.0479  O125 0.966
11 H -5.2419 2.3518 6.7166  O25 0.966
12 H -4.3219 2.1759 -4.5593  O41 0.964
13 O 1.3638 -0.8875 -8.9100  H2 0.966, H112 0.965
14 C 2.7621 -4.7152 1.5586  C38 1.213, H50 1.119
15 H 4.5992 1.1231 4.8750  O44 0.964
16 H -1.2804 -0.7815 -0.1277  C72 1.142
17 B -1.7009 -4.9795 0.5744  C55 1.657, C124 1.621, O144 1.431
18 F -3.4266 1.8032 3.3664  S121 1.671
19 C 2.7885 -0.6488 1.7142  H26 1.129, H103 1.130, C122 1.613, O150 1.428
20 F -2.0570 0.6856 4.8873  C113 1.393
21 H 3.8069 1.8577 1.7677  C45 1.130
22 C -0.6135 -3.2633 -1.0407  Br9 1.988, C55 1.620, C163 1.370
23 H 1.6540 1.9800 -2.9956  C155 1.133
24 H -6.0725 -8.6546 5.0968  O136 0.964
25 O -5.6441 2.1828 7.5784  H11 0.966, H71 0.965
26 H 3.5646 -1.4670 1.6667  C19 1.129
27 O 3.0703 -0.5113 -11.4545  H49 0.963, H142 0.970
28 H -2.7317 -5.9211 -5.9390  O6 0.965
29 H -6.4830 -1.4328 -1.4118  O56 0.964
30 F 0.6655 3.0478 4.2662  C89 1.398
31 F -3.6620 3.1695 5.1862  S121 1.672
32 H -2.3678 -4.6928 -9.0146  O8 0.965
33 H 2.9578 4.1547 -1.5484  C59 1.127
34 H -6.2674 -2.9459 4.0085  O137 0.965
35 C -2.0095 -2.2134 6.0527  H40 1.139, C105 1.595, H154 1.133, H156 1.127
36 H -3.4621 0.1789 -1.3748  N39 1.032
37 H -1.5549 -4.8152 -7.7327  O8 0.967
38 C 2.5394 -3.8716 2.4013  C14 1.213, C129 1.554
39 N -3.1087 -0.7903 -1.3504  H36 1.032, C72 1.484, H90 1.031
40 H -1.3885 -3.1265 6.3334  C35 1.139
41 O -3.4481 1.8184 -4.7537  H12 0.964, H81 0.967
42 H -1.0551 -1.3641 2.3078  C73 1.144
43 C 0.3058 0.7169 3.4194  C53 1.582, H80 1.137, C89 1.606, H139 1.126
44 O 3.7751 0.8498 4.4556  H15 0.964, H63 0.965
45 C 3.6076 1.6688 0.6718  H21 1.130, C83 1.613, H111 1.151, C122 1.607
46 H 8.5087 1.3916 3.6976  O98 0.966
47 H 5.1843 9.9672 -5.2634  O118 0.968
48 H 3.3586 8.2374 -5.2098  O161 0.964
49 H 3.6538 -0.7053 -12.1961  O27 0.963
50 H 2.7541 -5.4542 0.7189  C14 1.119
51 O -4.6465 -2.1439 7.7463  H65 0.966, H130 0.965
52 H -1.4621 -4.7167 4.7646  O143 0.980
53 C 0.8651 -0.6389 4.0127  H7 1.137, C43 1.582, H94 1.125, C117 1.610
54 C -2.6471 -2.5006 0.5383  C55 1.571, C72 1.616, H102 1.135, H135 1.141
55 C -1.3458 -3.3701 0.3999  B17 1.657, C22 1.620, C54 1.571, O61 1.435
56 O -5.8377 -1.9753 -1.8790  H29 0.964, H116 0.974
57 O -2.8747 2.2219 -1.2187  H108 0.965, H164 0.965
58 H -0.0707 -2.2642 -3.8575  C110 1.124
59 C 2.7663 3.0583 -1.3735  H33 1.127, C83 1.598, H133 1.125, C155 1.598
60 H 1.2488 6.9517 -2.3930  O64 0.963
61 O -0.2705 -3.1519 1.3253  C55 1.435, C73 1.408
62 O 7.6740 -0.7443 1.8846  H96 0.965, H119 0.969
63 H 3.1018 1.3803 4.8996  O44 0.965
64 O 1.8235 6.1907 -2.5305  H60 0.963, H109 0.966
65 H -4.9090 -1.2297 7.5801  O51 0.966
66 O 1.3330 1.4771 -12.7206  H115 0.965, H138 0.965
67 O 5.8555 10.0794 -2.8737  H4 0.965, H128 0.964
68 F -1.8125 4.4600 4.4697  S121 1.630
69 H -3.1717 -6.5776 1.1583  C124 1.128
70 H 1.9717 0.4108 -0.0835  C122 1.136
71 H -5.0922 2.6782 8.1960  O25 0.965
72 C -2.3942 -1.0254 -0.0711  H16 1.142, N39 1.484, C54 1.616, H153 1.144
73 C -0.4701 -2.3361 2.4556  H42 1.144, O61 1.408, B101 1.644, C117 1.618
74 H -2.8575 -1.4989 4.0243  C105 1.128
75 H -4.7672 -8.2085 5.7368  O136 0.965
76 F -3.5780 4.0760 3.0877  S121 1.642
77 H 7.2727 2.3060 1.2712  O134 0.968
78 H 4.2610 4.0059 3.7196  O160 0.965
79 H -3.8476 -5.7223 6.5647  O123 0.964
80 H 1.0779 1.1926 2.7343  C43 1.137
81 H -3.1223 1.5107 -3.8963  O41 0.967
82 H -7.1972 1.5948 8.5323  O1 0.969
83 C 2.6202 2.8552 0.2052  H5 1.140, C45 1.613, C59 1.598, H104 1.129
84 F -1.6311 2.9856 2.5894  S121 1.637
85 H 7.0854 1.9710 -0.2029  O134 0.965
86 O 6.1472 12.3943 -6.3310  H3 0.964, H91 0.966
87 F -1.6167 2.3339 6.2928  C113 1.396
88 H 0.0608 -5.7996 0.4892  O144 0.984
89 C 0.0293 1.8333 4.5405  F30 1.398, C43 1.606, C113 1.581, F158 1.429
90 H -2.4317 -0.8240 -2.1275  N39 1.031
91 H 5.7362 11.6414 -6.7756  O86 0.966
92 H -4.6164 -5.6138 5.2567  O123 0.966
93 O -1.7646 -0.2755 -4.2674  H95 0.965, H159 0.966
94 H 0.3570 -0.9983 4.9496  C53 1.125
95 H -2.1214 -1.1696 -4.1982  O93 0.965
96 H 7.0917 -1.1331 2.5479  O62 0.965
97 H 0.8706 3.5249 -2.4150  C155 1.130
98 O 8.5718 2.2526 3.2652  H46 0.966, H126 0.964
99 H -1.9177 -6.0401 -4.6598  O6 0.965
100 H 5.5074 3.2005 3.3853  O160 0.965
101 B -1.2143 -3.0566 3.7319  C73 1.644, C105 1.613, O143 1.428
102 H -3.5794 -2.9550 0.0774  C54 1.135
103 H 3.0859 0.0487 2.5525  C19 1.130
104 H 1.5763 2.5642 0.5236  C83 1.129
105 C -2.4585 -2.4207 4.5368  C35 1.595, H74 1.128, B101 1.613, H148 1.137
106 H -3.9487 -4.8878 1.0677  C124 1.128
107 H -1.6507 -6.6349 -9.8895  O157 0.967
108 H -2.0957 2.1798 -0.6501  O57 0.965
109 H 2.5646 6.5489 -3.0352  O64 0.966
110 C -0.3403 -3.3269 -3.6104  H58 1.124, H127 1.138, H145 1.135, C163 1.594
111 H 4.6220 1.7935 0.1434  C45 1.151
112 H 1.0713 -1.7926 -9.0743  O13 0.965
113 C -1.4913 1.9571 4.9545  F20 1.393, F87 1.396, C89 1.581, S121 1.872
114 Br -3.0696 -3.8877 -2.4874  C163 1.941
115 H 0.7822 2.2538 -12.5668  O66 0.965
116 H -4.9848 -1.7267 -1.4802  O56 0.974
117 C 0.9862 -1.7685 2.8721  C53 1.610, C73 1.618, C129 1.577, O150 1.435
118 O 4.4209 9.9927 -5.8572  H47 0.968, H140 0.965
119 H 7.1694 0.0072 1.5385  O62 0.969
120 H 2.8744 -2.3120 3.8653  C129 1.142
121 S -2.5552 3.1110 3.9345  F18 1.671, F31 1.672, F68 1.630, F76 1.642, F84 1.637, C113 1.872
122 C 2.9962 0.2144 0.3673  C19 1.613, C45 1.607, H70 1.136, H147 1.125
123 O -3.7549 -5.4266 5.6515  H79 0.964, H92 0.966
124 C -3.0309 -5.4765 1.3560  B17 1.621, H69 1.128, H106 1.128, H162 1.142
125 O -0.2047 -1.2275 -6.1640  H10 0.966, H131 0.964
126 H 9.2643 2.7113 3.7548  O98 0.964
127 H -0.9779 -3.7379 -4.4585  C110 1.138
128 H 6.1651 9.7798 -2.0112  O67 0.964
129 C 1.9705 -2.8630 3.4378  C38 1.554, C117 1.577, H120 1.142, H149 1.129
130 H -5.4635 -2.5743 8.0255  O51 0.965
131 H 0.3889 -0.7408 -5.5805  O125 0.964
132 H -5.7106 -1.6008 3.5693  O137 0.965
133 H 3.6066 2.3991 -1.7269  C59 1.125
134 O 6.7079 1.8010 0.6689  H77 0.968, H85 0.965
135 H -2.9738 -2.2914 1.6115  C54 1.141
136 O -5.6631 -7.9053 5.5452  H24 0.964, H75 0.965
137 O -5.4495 -2.5150 3.7326  H34 0.965, H132 0.965
138 H 2.0700 1.8134 -13.2457  O66 0.965
139 H -0.6408 0.6169 2.8186  C43 1.126
140 H 4.0357 10.8642 -5.7046  O118 0.965
141 H -8.5338 2.0132 9.1331  O1 0.964
142 H 2.4379 0.1309 -11.8125  O27 0.970
143 O -0.7829 -4.3487 4.1617  H52 0.980, B101 1.428
144 O -0.7867 -5.9224 0.0052  B17 1.431, H88 0.984
145 H 0.5594 -4.0172 -3.5663  C110 1.135
146 H -1.8813 -6.9652 -11.3568  O157 0.964
147 H 3.7075 -0.2850 -0.3463  C122 1.125
148 H -3.2936 -3.1912 4.5019  C105 1.137
149 H 1.5737 -3.4708 4.3020  C129 1.129
150 O 1.4257 -1.0751 1.6952  C19 1.428, C117 1.435
151 H 2.1149 9.0290 -4.8500  O161 0.963
152 H 0.7268 2.0311 -1.3707  C155 1.127
153 H -2.8135 -0.2592 0.6670  C72 1.144
154 H -2.8992 -2.1843 6.7541  C35 1.133
155 C 1.4078 2.5908 -2.0734  H23 1.133, C59 1.598, H97 1.130, H152 1.127
156 H -1.3440 -1.3220 6.2338  C35 1.127
157 O -2.2428 -7.1235 -10.4772  H107 0.967, H146 0.964
158 F 0.6944 1.3391 5.7044  C89 1.429
159 H -2.0357 0.0158 -5.1472  O93 0.966
160 O 4.8926 3.3877 4.1058  H78 0.965, H100 0.965
161 O 2.7513 8.4075 -4.4807  H48 0.964, H151 0.963
162 H -2.8163 -5.2905 2.4625  C124 1.142
163 C -1.1929 -3.4427 -2.2689  C22 1.370, C110 1.594, Br114 1.941
164 H -3.2411 3.0981 -1.0483  O57 0.965

LUMO level ... -1.1 eV
Highest occupied orbital energy ... -7.96 eV
Kohn-Sham gap ... 6.83 eV

The evaluated maximum force for the records listed, in turn: 2.67, 3.84 eV Å⁻¹.